6 unconnected molecules or ions with the total composition C49H92ClF3N3O18S3 at a distorted geometry, computed with wB97M-V/def2-TZVPD.

Each atom is followed by the atoms it is bonded to, with distances in Å.
Atoms and positions in Å:
1 Cl 8.6119 2.6030 -2.5034  S3 2.128
2 S -6.5709 -1.4325 -0.0983  O11 1.578, O16 1.708, O25 1.573, C32 1.873
3 S 8.3978 1.3357 -0.8079  Cl1 2.128, O18 1.566, O22 1.574, C61 1.911
4 S 0.6032 1.9149 -0.1171  O12 1.556, O21 1.579, N28 1.695, C65 1.868
5 F 0.8226 4.4486 -1.0442  C65 1.512
6 F 1.9557 2.8724 -2.4253  C65 1.481
7 F 2.8693 3.5576 -0.2081  C65 1.511
8 O -1.9735 -1.0915 11.9386  C43 1.423, C59 1.431
9 O -2.1252 -0.0966 9.1399  C50 1.431, C73 1.424
10 O -11.8284 -1.0799 -2.1279  C31 1.431, C47 1.424
11 O -7.7524 -2.0456 -0.9459  S2 1.578
12 O 0.8293 2.1104 1.4098  S4 1.556
13 O -2.4496 -2.2414 -6.0594  C33 1.431, C44 1.424
14 O 13.0523 3.4123 -4.1480  C29 1.431, C76 1.423
15 O -11.8739 -3.6240 -3.6678  C41 1.423, C69 1.431
16 O -6.4133 -2.3707 1.3200  S2 1.708, H103 1.006
17 O 4.2369 0.1051 2.0612  C63 1.340
18 O 9.8195 1.0433 -0.2197  S3 1.566
19 O 12.9626 6.3850 -4.1621  C54 1.424, C62 1.431
20 O 0.3100 3.7864 5.1326  C74 1.431, C75 1.423
21 O -0.8948 2.3320 -0.3918  S4 1.579
22 O 7.5575 2.1690 0.2301  S3 1.574
23 O 3.0379 3.3484 6.2338  C42 1.424, C77 1.431
24 O -1.4410 -4.7025 -7.3903  C36 1.431, C40 1.423
25 O -6.8954 0.0811 0.1817  S2 1.573
26 N 0.1636 -1.1665 -2.2594  C39 1.544, C53 1.543, C68 1.545
27 N -1.5372 -0.9780 -0.3263  C46 1.512, C64 1.524, C68 1.374
28 N 0.7866 0.2795 -0.5231  S4 1.695, C34 1.488, C68 1.495
29 C 12.2290 4.2102 -5.0043  O14 1.431, C62 1.531, H125 1.095, H151 1.097
30 C 2.4092 -1.2324 0.6967  C34 1.639, C63 1.639, H153 1.171, H166 1.194
31 C -11.4373 -1.2245 -3.4969  O10 1.431, C69 1.531, H101 1.097, H134 1.094
32 C -4.9763 -1.5275 -1.0766  S2 1.873, C56 1.645, H131 1.188, H138 1.194
33 C -2.4608 -3.5535 -5.4884  O13 1.431, C36 1.531, H84 1.094, H128 1.097
34 C 2.0941 -0.4108 -0.6864  N28 1.488, C30 1.639, C39 1.675, C57 1.629
35 C -1.3080 0.5475 -3.6686  C53 1.639, C71 1.664, H88 1.193, H115 1.171
36 C -1.2868 -4.3912 -6.0021  O24 1.431, C33 1.531, H92 1.097, H142 1.095
37 C -0.8027 -6.4530 -0.9293  C52 1.418, H102 1.187
38 C 6.0325 0.1661 -1.8732  C45 1.666, C61 1.641, H114 1.193, H152 1.186
39 C 1.6411 -1.4552 -1.9144  N26 1.544, C34 1.675, C70 1.640, H154 1.181
40 C -0.6097 -3.8965 -8.2184  O24 1.423, H98 1.093, H116 1.094, H119 1.094
41 C -12.8530 -4.1336 -2.7690  O15 1.423, H80 1.093, H83 1.094, H122 1.094
42 C 2.4623 3.0081 7.4905  O23 1.424, H78 1.093, H123 1.094, H165 1.092
43 C -1.2825 0.0969 12.3082  O8 1.423, H81 1.093, H100 1.094, H161 1.094
44 C -3.4186 -2.0952 -7.0919  O13 1.424, H133 1.092, H140 1.094, H146 1.093
45 C 4.7466 -0.7114 -1.2813  C38 1.666, C57 1.673, H108 1.194, H160 1.170
46 C -1.8681 -0.3871 1.0254  N27 1.512, C66 1.638, H95 1.170, H127 1.194
47 C -10.8804 -1.6528 -1.2337  O10 1.424, H97 1.092, H118 1.094, H169 1.093
48 C -3.0080 3.7804 4.0738  C55 1.669, C67 1.671, H155 1.175
49 C 1.5773 -5.5698 -2.6067  C52 1.655, C60 1.662, H94 1.191, H139 1.191
50 C -3.0072 -1.0608 9.7233  O9 1.431, C59 1.531, H99 1.094, H148 1.097
51 C -3.1013 1.4469 2.4998  C55 1.643, C66 1.672, C72 1.672
52 C 0.1724 -6.0564 -1.8795  C37 1.418, C49 1.655
53 C 0.1616 -0.1264 -3.3989  N26 1.543, C35 1.639, H90 1.194, H129 1.171
54 C 14.2674 6.4145 -3.5937  O19 1.424, H120 1.092, H132 1.093, H143 1.094
55 C -3.0534 3.0879 2.5565  C48 1.669, C51 1.643, H150 1.185
56 C -3.7833 -2.4137 -0.3724  C32 1.645, C64 1.634, H86 1.194, H87 1.169
57 C 3.4289 0.3191 -1.2691  C34 1.629, C45 1.673, H135 1.194, H136 1.175
58 C -3.0973 1.1909 5.3604  C67 1.640, C72 1.654, H104 1.176
59 C -3.1821 -0.8148 11.2242  O8 1.431, C50 1.531, H112 1.097, H126 1.095
60 C 1.4341 -3.9662 -3.0177  C49 1.662, C70 1.664, H124 1.173, H159 1.175
61 C 7.4809 -0.2829 -1.2467  S3 1.911, C38 1.641, H109 1.186, H117 1.174
62 C 12.8966 5.5507 -5.3229  O19 1.431, C29 1.531, H163 1.097, H164 1.094
63 C 2.9580 -0.2571 1.8939  O17 1.340, C30 1.639, H85 1.181
64 C -2.3774 -1.9929 -1.0912  N27 1.524, C56 1.634, H93 1.194, H167 1.169
65 C 1.6456 3.1812 -1.0109  S4 1.868, F5 1.512, F6 1.481, F7 1.511
66 C -3.1764 0.5980 1.0616  C46 1.638, C51 1.672, H110 1.183, H149 1.194
67 C -3.0434 2.8281 5.4463  C48 1.671, C58 1.640, H107 1.193
68 C -0.3496 -0.6107 -0.9128  N26 1.545, N27 1.374, N28 1.495
69 C -12.2309 -2.3384 -4.1850  O15 1.431, C31 1.531, H144 1.097, H158 1.095
70 C 1.8310 -3.0664 -1.6755  C39 1.640, C60 1.664, H121 1.173, H145 1.188
71 C -1.2733 2.2050 -3.8100  C35 1.664, H91 1.170, H111 1.170, H157 1.193
72 C -3.1208 0.4822 3.8656  C51 1.672, C58 1.654, H156 1.190
73 C -0.8297 -0.6322 8.8926  O9 1.424, H79 1.093, H130 1.092, H141 1.094
74 C 1.4740 3.4788 4.3591  O20 1.431, C77 1.531, H89 1.095, H147 1.097
75 C 0.3356 5.1170 5.6378  O20 1.423, H82 1.093, H96 1.094, H168 1.094
76 C 12.5934 3.4193 -2.8006  O14 1.423, H105 1.093, H106 1.094, H137 1.094
77 C 2.4544 2.6124 5.1541  O23 1.431, C74 1.531, H113 1.097, H162 1.094
78 H 2.8239 3.7203 8.2373  C42 1.093
79 H -0.1658 0.1909 8.6144  C73 1.093
80 H -13.1122 -3.4043 -1.9966  C41 1.093
81 H -1.1468 0.7681 11.4557  C43 1.093
82 H 1.2761 5.3377 6.1499  C75 1.093
83 H -12.4429 -5.0233 -2.2832  C41 1.094
84 H -2.3569 -3.4289 -4.4066  C33 1.094
85 H 2.1548 0.1736 2.6449  C63 1.181
86 H -3.9949 -3.5467 -0.6838  C56 1.194
87 H -3.7814 -2.4005 0.7968  C56 1.169
88 H -1.7388 0.1230 -4.6965  C35 1.193
89 H 1.1339 2.9138 3.4851  C74 1.095
90 H 0.4337 -0.7606 -4.3731  C53 1.194
91 H -1.1417 2.5795 -4.9104  C71 1.170
92 H -0.3320 -3.8845 -5.8167  C36 1.097
93 H -1.7128 -2.9834 -1.1357  C64 1.194
94 H 2.5300 -5.7059 -1.9054  C49 1.191
95 H -0.9899 0.1775 1.5533  C46 1.170
96 H 0.1834 5.8267 4.8186  C75 1.094
97 H -10.6291 -2.6781 -1.5144  C47 1.092
98 H -0.7204 -2.8329 -7.9902  C40 1.093
99 H -3.9771 -0.9407 9.2319  C50 1.094
100 H -0.2969 -0.1838 12.6898  C43 1.094
101 H -10.3582 -1.4010 -3.5811  C31 1.097
102 H -1.6527 -6.9382 -0.2576  C37 1.187
103 H -7.1638 -2.0708 1.9197  O16 1.006
104 H -3.1277 0.4759 6.2935  C58 1.176
105 H 12.4312 4.4364 -2.4334  C76 1.093
106 H 11.6656 2.8441 -2.7228  C76 1.094
107 H -3.0470 3.3059 6.5393  C67 1.193
108 H 5.0619 -1.0016 -0.1671  C45 1.194
109 H 8.1507 -0.8289 -2.0585  C61 1.186
110 H -3.2540 1.3386 0.1422  C66 1.183
111 H -0.5205 2.6606 -3.0386  C71 1.170
112 H -3.5271 0.2081 11.4169  C59 1.097
113 H 1.9668 1.7000 5.5184  C77 1.097
114 H 5.8677 1.3236 -1.6365  C38 1.193
115 H -2.1204 0.3171 -2.8579  C35 1.171
116 H 0.4359 -4.1957 -8.0959  C40 1.094
117 H 7.4146 -0.9348 -0.2727  C61 1.174
118 H -9.9736 -1.0405 -1.2127  C47 1.094
119 H -0.9004 -4.0606 -9.2598  C40 1.094
120 H 14.6620 5.4082 -3.4362  C54 1.092
121 H 1.2317 -3.5086 -0.7695  C70 1.173
122 H -13.7511 -4.4212 -3.3245  C41 1.094
123 H 2.7804 2.0031 7.7840  C42 1.094
124 H 0.3557 -3.6781 -3.3776  C60 1.173
125 H 12.1032 3.6495 -5.9361  C29 1.095
126 H -3.9420 -1.5035 11.6075  C59 1.095
127 H -2.1306 -1.3120 1.7332  C46 1.194
128 H -3.4162 -4.0572 -5.6789  C33 1.097
129 H 1.0415 0.6352 -3.2648  C53 1.171
130 H -0.4208 -1.1249 9.7777  C73 1.092
131 H -4.5548 -0.4387 -1.2955  C32 1.188
132 H 14.2086 6.9209 -2.6264  C54 1.093
133 H -3.3465 -2.8975 -7.8297  C44 1.092
134 H -11.6618 -0.2753 -3.9922  C31 1.094
135 H 3.7296 1.1627 -0.4797  C57 1.194
136 H 3.3501 0.7263 -2.3686  C57 1.175
137 H 13.3539 2.9417 -2.1765  C76 1.094
138 H -5.1853 -2.0455 -2.1318  C32 1.194
139 H 1.6715 -6.2254 -3.5971  C49 1.191
140 H -4.4230 -2.0787 -6.6581  C44 1.094
141 H -0.8743 -1.3411 8.0602  C73 1.094
142 H -1.2718 -5.3440 -5.4631  C36 1.095
143 H 14.9421 6.9805 -4.2433  C54 1.094
144 H -13.3100 -2.1646 -4.0955  C69 1.097
145 H 2.9732 -3.3149 -1.4647  C70 1.188
146 H -3.2409 -1.1414 -7.5963  C44 1.093
147 H 1.9604 4.3937 4.0001  C74 1.097
148 H -2.6565 -2.0820 9.5305  C50 1.097
149 H -4.2143 0.0119 1.1234  C66 1.194
150 H -3.0435 3.7844 1.5978  C55 1.185
151 H 11.2354 4.3609 -4.5654  C29 1.097
152 H 5.9877 0.0567 -3.0528  C38 1.186
153 H 3.1843 -2.0997 0.5647  C30 1.171
154 H 2.3611 -1.2197 -2.8208  C39 1.181
155 H -2.9539 4.9397 4.2584  C48 1.175
156 H -3.1749 -0.6999 3.7413  C72 1.190
157 H -2.3547 2.5674 -3.4606  C71 1.193
158 H -11.9786 -2.3437 -5.2503  C69 1.095
159 H 2.1771 -3.7441 -3.9007  C60 1.175
160 H 4.5165 -1.6739 -1.9063  C45 1.170
161 H -1.8313 0.6120 13.1027  C43 1.094
162 H 3.2747 2.3141 4.4946  C77 1.094
163 H 13.8927 5.4005 -5.7565  C62 1.097
164 H 12.2863 6.0811 -6.0597  C62 1.094
165 H 1.3714 3.0582 7.4617  C42 1.092
166 H 1.3683 -1.6919 1.0594  C30 1.194
167 H -2.5955 -1.7054 -2.2033  C64 1.169
168 H -0.4840 5.2283 6.3531  C75 1.094
169 H -11.3173 -1.6633 -0.2314  C47 1.093

The HOMO energy comes out at -10.17 eV. Its net charge is +1. As for the orbital gap: 5.02 eV.